# 1
A molecular structure, C24H38N4OP2Sn at a distorted geometry. Source: OMol25; level of theory: ωB97M-V/def2-TZVPD.

Computed properties:
F_max in hartree/bohr: 0.130
Energy above the lowest of the compared OMol25 structures with the same formula, charge and spin in kJ/mol: 997.4
Frontier orbital gap in eV: 2.75
HOMO in eV: -3.9

Geometry (Å):
Sn  -0.121380  -0.003712  0.040475
C  -0.718318  0.990151  4.102296
P  0.033229  0.072515  2.720925
C  0.152384  -1.621317  3.542072
C  1.808890  0.641809  2.850127
C  2.821062  -0.079018  1.931151
P  2.476918  0.021246  0.095430
C  4.009928  -0.750281  -0.560559
C  2.874510  1.767095  -0.225797
H  -0.158960  0.831989  5.025760
H  -1.745336  0.659870  4.254467
H  -0.735130  2.057039  3.881865
H  0.695198  -1.576456  4.493285
H  0.669178  -2.351709  2.733620
H  -0.840400  -2.026945  3.752198
H  2.127991  0.513822  3.889744
H  1.838163  1.714235  2.639786
H  2.872080  -1.137172  2.219376
H  3.816135  0.340248  2.103612
H  4.896493  -0.276528  -0.137451
H  4.042790  -0.643966  -1.645496
H  4.046976  -1.815569  -0.325013
H  3.841650  2.027697  0.214069
H  2.113642  2.422732  0.185568
H  2.918239  1.945447  -1.301509
C  0.044077  -2.905528  -5.128198
C  0.094618  -1.541428  -5.461616
C  0.048264  -0.556496  -4.498262
C  -0.049642  -0.894973  -3.119250
C  -0.108342  -2.290244  -2.805131
C  -0.061675  -3.270907  -3.796784
N  -0.081522  0.036069  -2.130762
N  -0.074310  1.375978  -2.523771
C  -0.091761  2.332449  -1.582939
C  -0.079181  3.702850  -1.992674
C  -0.077972  4.716770  -1.063756
C  -0.085802  4.450614  0.316258
C  -0.095803  3.132798  0.743278
C  -0.103996  2.079630  -0.154006
H  0.079955  -3.662042  -5.901804
H  0.172555  -1.255367  -6.503641
H  0.092763  0.479946  -4.794360
H  -0.207785  -2.544813  -1.772401
H  -0.113938  -4.325163  -3.535462
H  -0.066943  3.936827  -3.050360
H  -0.068151  5.747346  -1.401111
H  -0.084314  5.263806  1.032236
H  -0.101614  2.900400  1.808377
C  0.085458  -4.275250  1.406061
C  0.053735  -2.740697  1.339874
N  -0.074151  -2.223731  0.024409
C  -1.401181  -2.759257  -0.508305
C  -1.374651  -4.298497  -0.540900
N  -0.039349  -4.794368  -0.008385
C  1.166842  -4.273789  -0.816443
C  1.162824  -2.753384  -0.811068
H  -0.748835  -4.679763  1.976724
H  1.023961  -4.655964  1.807730
H  1.112665  -2.255845  1.806909
H  -0.764563  -2.362932  1.923344
H  -1.613670  -2.385826  -1.489663
H  -2.211871  -2.366244  0.111555
H  -1.487134  -4.682171  -1.555126
H  -2.130319  -4.734651  0.110185
H  -0.024514  -5.811230  -0.017580
H  1.092968  -4.664412  -1.831548
H  2.037234  -4.694149  -0.315674
H  1.158333  -2.325694  -1.864203
H  2.061739  -2.362456  -0.335525
O  -2.022437  -0.097832  0.124964

Atomic forces in eV per Å
-4.208 2.591 -2.197
-0.257 0.318 -0.025
1.181 -0.808 1.278
1.521 -0.349 0.822
0.051 -0.191 0.156
-0.267 0.000 -0.005
1.591 0.825 0.992
-0.059 -0.403 -0.062
0.328 0.162 -0.067
0.084 -0.082 -0.066
-0.007 -0.002 -0.111
-0.043 -0.022 -0.073
-0.078 0.234 -0.002
-1.198 2.304 6.168
-0.067 0.184 0.047
0.057 0.047 -0.012
-0.189 -0.006 -0.052
0.092 -0.019 -0.084
0.014 -0.036 0.017
-0.066 0.082 0.047
-0.088 0.032 0.007
0.071 0.002 -0.011
0.068 -0.226 -0.029
-0.044 -0.007 -0.058
-0.133 -0.048 -0.007
0.106 -0.217 -0.344
-0.029 -0.138 0.440
0.082 -0.202 -0.496
-0.074 0.946 0.817
-1.245 0.115 -2.297
-0.072 0.552 -0.077
0.495 -0.505 0.385
0.326 0.647 -0.889
-0.009 -1.170 0.221
-0.043 0.260 0.230
0.040 -0.319 -0.053
0.019 0.354 0.286
0.004 -0.446 -0.102
0.668 0.584 -0.774
0.000 0.013 -0.006
-0.008 0.009 -0.009
-0.060 0.062 0.239
-0.989 0.158 -3.363
-0.097 -0.034 -0.042
0.016 -0.128 -0.027
0.007 -0.005 -0.026
-0.069 -0.009 -0.008
0.012 0.198 0.063
0.239 -0.447 -0.429
2.484 0.088 -1.321
0.866 -2.782 -2.565
-0.972 -0.050 1.525
0.541 -0.026 -0.180
0.263 0.903 0.025
-0.709 -0.231 0.181
1.450 0.756 2.077
0.022 -0.005 0.002
-0.054 -0.028 0.073
-2.041 -1.683 -3.844
-0.321 0.118 -0.427
-0.717 0.308 0.275
0.404 0.278 0.346
0.051 -0.007 -0.002
-0.037 -0.038 -0.075
0.007 0.011 0.040
-0.150 -0.075 0.035
0.055 -0.008 -0.102
1.436 -0.591 1.836
-0.261 -0.315 0.690
0.010 -1.483 0.997

# 2
7 unconnected molecules or ions with the total composition C24H38N7O11 at a distorted geometry. Source: OMol25; level of theory: ωB97M-V/def2-TZVPD.

Computed properties:
Charge: -1
F_max in hartree/bohr: 0.244
Energy above the lowest of the compared OMol25 structures with the same formula, charge and spin in kJ/mol: 264.6
Frontier orbital gap in eV: 7.18
HOMO in eV: -6.2

Geometry (Å):
N  1.228387  1.681338  1.205013
O  0.738387  2.729338  1.533013
O  0.853387  1.052338  0.201013
O  2.138387  1.210338  1.883013
C  3.550387  -0.075662  -3.324987
C  3.097387  -0.338662  -4.765987
C  1.883387  0.460338  -5.360987
C  1.195387  1.459338  -4.489987
C  1.598387  1.616338  -2.982987
C  2.764387  0.795338  -2.517987
N  0.040387  2.329338  -5.089987
O  -0.031613  3.372338  -4.482987
O  -0.525613  1.944338  -6.007987
H  4.561387  -0.583662  -3.015987
H  3.338387  -1.279662  -5.299987
H  1.461387  0.307338  -6.284987
H  1.021387  2.222338  -2.506987
H  2.975387  0.758338  -1.522987
C  -2.065613  -0.788662  1.303013
C  -3.533613  -1.512662  1.079013
C  -3.524613  -3.046662  1.404013
C  -2.200613  -3.721662  2.034013
C  -0.902613  -2.838662  2.247013
C  -0.932613  -1.424662  1.895013
N  -2.147613  -5.247662  2.093013
O  -1.077613  -5.785662  2.205013
O  -3.188613  -5.834662  1.856013
H  -1.969613  0.223338  0.742013
H  -4.310613  -0.819662  0.746013
H  -4.365613  -3.656662  1.288013
H  -0.006613  -3.358662  2.539012
H  -0.186613  -0.744662  2.213013
C  -1.685613  -0.926662  -3.915987
O  -2.602613  -0.481662  -4.617987
N  -1.938613  -1.557662  -2.753987
C  -0.845613  -1.982662  -1.859987
C  -3.247613  -1.926662  -2.250987
H  -0.644613  -0.832662  -3.938987
H  -0.982613  -2.886662  -1.185987
H  -0.500613  -1.181662  -1.253987
H  -0.076613  -2.305662  -2.426987
H  -3.362613  -2.310662  -1.350987
H  -3.674613  -2.388662  -3.179987
H  -3.889613  -1.133662  -1.791987
C  -4.461613  2.588338  -0.565987
O  -4.925613  3.369338  0.154013
N  -3.155613  2.632338  -0.763987
C  -2.508613  1.828338  -1.755987
C  -2.319613  3.656338  -0.264987
H  -4.991613  2.058338  -1.096987
H  -3.232613  1.292338  -2.338987
H  -1.895613  1.120338  -1.332987
H  -1.826613  2.629338  -2.313987
H  -1.486613  3.187338  0.286013
H  -2.751613  4.395338  0.391013
H  -1.867613  4.100338  -1.045987
C  1.366387  2.643338  4.977013
O  0.542387  2.081338  5.812013
N  2.252387  3.607338  5.316013
C  2.871387  4.201338  4.202012
C  2.088387  4.349338  6.642013
H  1.368387  2.415338  3.826013
H  3.100387  3.605338  3.427013
H  3.739387  4.785338  4.547013
H  2.243387  4.716338  3.837012
H  1.438387  5.223338  6.540013
H  3.068387  4.627338  6.865013
H  1.683387  3.620338  7.260013
C  3.423387  -4.009662  1.687013
O  3.391387  -5.120662  1.861013
N  2.832387  -3.371662  0.658013
C  2.522387  -1.920662  0.628013
C  2.215387  -4.230662  -0.243987
H  4.072387  -3.343662  2.292012
H  3.111387  -1.219662  0.004013
H  2.516387  -1.258662  1.568013
H  1.327387  -2.019662  0.308013
H  2.904387  -5.066662  -0.490987
H  1.957387  -3.741662  -1.192987
H  1.361387  -4.619662  0.036013

Atomic forces in eV per Å
0.763 -1.368 -0.444
-1.556 2.484 0.327
-0.752 -0.305 -1.055
1.504 -0.923 1.056
-0.983 -0.385 -3.916
-3.260 2.394 1.760
2.282 0.798 6.733
3.031 -2.326 1.942
4.855 -6.490 -7.847
-2.310 0.945 -3.942
5.270 -0.364 5.087
-1.168 1.091 -0.144
-2.754 -1.218 -3.955
-2.476 0.960 -0.184
0.490 1.057 0.247
-0.525 -0.619 -2.150
-3.070 3.576 3.720
0.458 0.541 2.792
-3.399 -1.895 -1.476
6.326 -3.170 2.321
4.895 4.106 1.426
0.280 4.825 -1.901
-4.996 -0.983 -1.638
-3.083 -1.656 -0.058
-0.592 1.659 -1.216
0.602 0.111 0.557
-0.118 0.203 0.424
-0.068 -1.577 1.730
-0.075 -0.897 0.000
-1.101 -0.768 -0.187
0.113 0.055 0.334
1.302 0.172 -0.203
-3.801 0.212 1.139
1.652 -0.458 0.089
0.276 -1.341 3.187
-1.619 -0.298 1.235
-1.248 2.929 -5.393
2.050 0.575 -1.373
-0.926 1.148 -0.834
0.270 0.809 0.736
2.889 -0.736 -2.119
1.220 -4.056 3.644
-0.789 0.103 1.584
0.147 1.170 -1.923
6.934 3.987 2.429
-4.028 3.995 4.555
0.726 -1.602 -1.036
0.420 3.125 -1.525
0.420 -1.273 3.601
-5.213 -6.536 -5.758
-0.290 0.072 -0.823
1.857 -1.619 1.064
-1.377 -2.235 0.247
-0.145 0.176 0.085
-0.639 -0.130 -0.003
1.467 1.949 -2.887
-3.127 -2.105 1.689
3.041 2.070 -3.031
-1.494 -1.438 2.006
7.708 -2.532 6.217
-0.145 -0.549 -3.765
0.036 -0.001 2.080
1.354 -3.004 -2.132
-0.162 -0.166 -0.402
-8.052 8.128 -5.089
0.002 -0.139 -0.059
1.467 0.624 0.952
-0.696 -0.998 1.480
1.513 9.006 -0.623
-0.325 -9.551 1.576
0.941 2.530 1.002
-3.567 0.460 0.277
3.311 0.437 -4.114
-0.310 0.408 0.219
-0.313 -1.106 -0.578
0.000 -1.870 -0.608
3.144 1.284 0.510
-0.450 0.416 0.120
0.463 0.271 0.142
-4.473 -2.175 2.073

# 3
2 unconnected molecules or ions with the total composition C24H39B2F13N2O6PS at a distorted geometry. Source: OMol25; level of theory: ωB97M-V/def2-TZVPD.

Computed properties:
Charge: +1
F_max in hartree/bohr: 0.082
Frontier orbital gap in eV: 7.57
HOMO in eV: -10.1

Geometry (Å):
C  0.935849  -3.735954  2.188954
C  -0.310022  -3.822278  1.146405
N  0.115310  -3.749399  -0.283296
C  -0.262420  -2.484650  -0.946958
C  -1.548390  -2.533357  -1.955043
C  -2.316949  -3.909492  -2.154641
C  -3.904774  -3.856780  -1.895562
C  -4.347248  -4.237650  -0.416450
F  -3.257822  -4.534027  0.459403
F  -5.108949  -5.453614  -0.470885
C  -5.253249  -3.170423  0.344061
F  -4.501843  -2.111225  0.940779
F  -5.819375  -3.868819  1.462012
C  -6.486131  -2.583141  -0.482231
F  -6.936272  -3.490718  -1.476577
F  -6.003756  -1.391233  -1.116677
C  -7.700012  -2.071816  0.457972
F  -7.194488  -1.395692  1.606205
F  -8.515107  -3.152749  0.896420
C  -8.689628  -1.039584  -0.255053
F  -8.167290  0.280557  -0.339970
F  -9.810880  -0.913406  0.620553
C  -9.292727  -1.509454  -1.657011
F  -9.724047  -2.846994  -1.677541
F  -8.477337  -1.226000  -2.761583
F  -10.473811  -0.740459  -1.853080
P  -2.488154  -0.889979  -1.882059
S  -3.322935  -0.627868  -3.654497
O  -0.832185  -2.400532  -3.242995
C  0.151191  -1.386511  -3.067970
O  0.415983  -0.540411  -3.928302
C  0.890862  -1.566058  -1.623550
C  2.274658  -2.247677  -2.078210
B  3.537225  -1.942423  -1.100416
O  4.777960  -1.364910  -1.590435
O  3.543676  -2.247609  0.321911
B  1.088039  -0.193053  -0.742394
O  1.295917  -0.160234  0.687653
O  1.007074  1.114875  -1.413145
C  0.131003  1.976564  -0.590183
H  1.928917  -4.015486  1.704213
H  0.769670  -4.510790  3.025057
H  1.006415  -2.724183  2.706634
H  -0.734749  -4.883894  1.298149
H  -1.154669  -3.114834  1.431942
H  1.128173  -3.914570  -0.276554
H  -0.674102  -1.748330  -0.148720
H  -2.202502  -4.208100  -3.259605
H  -1.857695  -4.790243  -1.573505
H  -4.397424  -2.895413  -2.298770
H  -4.339659  -4.687018  -2.567844
H  -1.670017  0.261637  -1.665359
H  -3.564395  -0.848692  -0.943429
H  2.549237  -1.787571  -3.100168
H  2.182316  -3.372982  -2.266676
H  4.778015  -1.500562  -2.562273
H  4.072968  -1.538593  0.748991
H  1.014801  -1.000698  1.111709
H  -0.446478  2.696823  -1.262258
H  0.725304  2.535868  0.205054
H  -0.660550  1.314536  -0.085095
C  5.276248  7.102831  0.195752
C  6.240493  6.530833  1.226534
C  6.135573  5.035257  1.524688
N  4.810852  4.549948  2.124772
C  4.257080  5.526088  3.134920
C  3.779493  4.227699  1.036279
C  4.080801  2.798387  0.643623
C  4.370982  2.128981  1.959374
C  5.038392  3.182184  2.831007
H  4.238253  7.055194  0.524660
H  5.505262  8.157158  0.025360
H  5.368218  6.580964  -0.760749
H  6.167383  7.106967  2.153882
H  7.255845  6.707993  0.856200
H  6.910765  4.797543  2.257313
H  6.329477  4.441615  0.628231
H  3.976802  6.448557  2.629766
H  5.023526  5.708021  3.889118
H  3.370382  5.086029  3.593454
H  2.785736  4.313567  1.482972
H  3.873507  4.920447  0.203481
H  4.953137  2.750168  -0.014203
H  3.244480  2.326650  0.123345
H  5.006545  1.249079  1.837378
H  3.441211  1.795819  2.427453
H  6.108524  3.011964  2.948100
H  4.578518  3.217337  3.820186

Atomic forces in eV per Å
-0.609 -0.399 0.348
0.246 -1.948 1.304
-0.192 1.440 0.340
-0.522 1.389 2.157
3.172 -1.305 -0.666
-0.989 -0.333 -0.090
0.087 -0.813 -0.563
0.226 -1.229 0.018
-1.932 0.813 -1.696
1.335 2.480 0.208
-0.464 -0.738 2.774
-1.387 -2.172 -1.822
1.001 1.400 -2.222
0.294 1.046 -0.871
1.018 2.165 2.428
-1.043 -2.436 0.892
-0.758 -0.285 1.592
-0.846 -1.662 -2.635
2.142 2.288 -1.075
-1.366 1.670 1.286
-0.778 -3.308 -0.179
2.400 -0.541 -1.793
-2.463 0.672 -2.224
1.591 3.022 0.196
-1.479 -1.034 2.811
2.713 -1.612 0.452
-2.316 0.224 -2.391
0.126 -0.002 0.637
0.918 1.981 0.729
0.764 1.873 -1.477
-0.803 -3.135 2.686
-1.499 -0.966 -1.805
0.636 -0.098 -0.402
1.756 -0.136 1.148
-2.589 -1.376 -0.044
-0.199 1.677 -2.329
0.088 1.810 -0.061
-0.945 -0.765 -2.324
-0.870 -2.024 2.500
-0.589 0.019 0.048
-1.327 0.570 0.499
0.172 1.262 -1.232
0.103 -1.160 -0.778
0.450 1.672 -0.191
1.198 -0.711 -0.637
-0.570 0.339 -0.420
0.542 -1.284 -0.532
-0.089 0.834 1.670
-0.501 1.746 -0.577
0.906 -1.295 0.873
0.528 1.226 1.253
0.222 -0.937 0.647
1.092 -0.233 0.373
-0.512 -0.686 1.484
-0.112 1.441 0.320
0.162 0.508 0.733
-0.150 -0.962 -0.202
0.596 0.520 -0.379
1.128 -0.944 0.748
-0.813 -0.688 -1.028
1.168 1.198 -0.428
0.011 0.047 -0.074
-0.190 0.155 -0.031
0.116 0.318 0.195
-0.154 -0.335 0.329
0.197 -0.164 -0.384
0.206 0.033 -0.108
-0.014 0.036 -0.462
-0.070 -0.683 0.415
0.004 0.155 -0.047
-0.054 0.023 -0.072
-0.018 -0.131 -0.023
-0.072 0.054 0.037
0.051 -0.114 -0.024
-0.026 -0.236 0.150
-0.180 -0.093 -0.041
-0.181 -0.038 0.112
0.098 -0.055 0.073
-0.117 0.042 -0.062
0.160 -0.015 -0.073
0.152 0.057 0.039
0.012 0.137 0.228
-0.115 0.048 -0.031
0.068 0.138 -0.053
-0.059 0.106 0.082
0.057 0.010 -0.063
-0.109 0.221 -0.062
0.160 0.217 -0.132